[1]
{"formula": "C2H7NO", "method": "ωB97M-V/def2-TZVPD", "gap_ev": 10.22, "total_energy_ha": -210.36170, "homo_energy_ev": -9.20, "symbols": ["N", "C", "C", "O", "H", "H", "H", "H", "H", "H", "H"], "xyz": [[-1.17988, -1.15372, 0.43544], [-0.24627, -0.50947, -0.50528], [0.22260, 0.81217, 0.05086], [1.67386, 0.88980, 0.14527], [-1.02163, -0.87871, 1.38769], [-1.06795, -2.13822, 0.34488], [-0.76010, -0.26460, -1.44417], [0.52492, -1.18832, -0.87250], [-0.10699, 1.01916, 1.06815], [-0.06031, 1.64737, -0.59033], [2.02175, 1.76454, -0.02002]], "forces_ev_per_a": [[0.019, 0.391, -0.895], [-0.903, 0.117, -0.311], [2.100, 1.306, 0.035], [-0.043, -1.105, -0.090], [0.272, -0.018, 0.224], [-0.181, -0.754, 0.267], [-0.386, -0.129, 0.198], [0.592, 0.256, 0.636], [-0.645, -0.251, -0.036], [-0.470, -0.090, 0.044], [-0.354, 0.276, -0.071]]}

---

[2]
{"formula": "C2H7NO", "method": "ωB97M-V/def2-TZVPD", "gap_ev": 9.27, "total_energy_ha": -210.27631, "homo_energy_ev": -9.72, "symbols": ["N", "O", "H", "C", "C", "H", "H", "H", "H", "H", "H"], "xyz": [[2.31869, 0.75230, -0.20941], [3.03346, 0.12076, 0.52752], [2.26374, 1.75936, 0.12326], [-0.46877, -0.87032, 0.14694], [-1.46333, 0.26133, -0.22659], [0.57154, -0.61524, -0.19282], [-0.54777, -1.21761, 1.20396], [-0.69597, -1.82411, -0.41157], [-1.46593, 1.12475, 0.50482], [-2.46955, -0.15773, -0.27822], [-1.07610, 0.66649, -1.18787]], "forces_ev_per_a": [[0.643, -0.318, 0.435], [-0.538, 0.694, -0.525], [0.117, -0.226, 0.092], [0.110, -1.033, -0.356], [1.140, 0.280, 0.393], [-1.057, -0.263, 0.873], [0.411, 0.672, -0.577], [-0.020, 1.037, 0.212], [0.066, -1.043, -0.657], [0.023, 0.371, -0.302], [-0.895, -0.173, 0.409]]}

---

[3]
{"formula": "C2H7NO", "method": "ωB97M-V/def2-TZVPD", "gap_ev": 9.55, "total_energy_ha": -210.36426, "homo_energy_ev": -8.64, "symbols": ["C", "C", "N", "H", "H", "H", "H", "H", "O", "H", "H"], "xyz": [[1.27617, 0.03125, -0.04180], [0.79380, -0.92796, 0.73451], [-0.58061, -1.24263, 0.86781], [0.70550, 0.42513, -0.86875], [2.27901, 0.39522, -0.03312], [1.47144, -1.35508, 1.47370], [-1.10123, -0.70614, 0.17697], [-0.68840, -2.23757, 0.67388], [-1.61302, 1.60633, -0.86105], [-0.97143, 2.10718, -0.35093], [-1.57123, 1.90426, -1.77120]], "forces_ev_per_a": [[-0.210, -0.033, -0.956], [0.164, 0.817, 0.850], [0.775, -0.519, -0.718], [-0.449, 0.200, 0.117], [0.629, -0.204, 0.364], [-0.342, -0.274, -0.024], [-0.120, -0.130, 0.092], [-0.387, 0.192, 0.259], [-0.298, -0.340, 0.189], [0.087, 0.099, -0.145], [0.150, 0.192, -0.026]]}

---

[4]
{"formula": "C2H7NO", "method": "ωB97M-V/def2-TZVPD", "gap_ev": 11.15, "total_energy_ha": -210.39523, "homo_energy_ev": -10.22, "symbols": ["N", "C", "O", "H", "H", "H", "C", "H", "H", "H", "H"], "xyz": [[-0.18166, -0.24697, -2.37037], [0.47136, 0.57796, -1.50363], [-0.11215, 1.32275, -0.75703], [0.30894, -0.95912, -2.88474], [-1.11262, -0.07776, -2.70879], [1.56515, 0.52714, -1.61078], [-0.17440, -0.21620, 2.37920], [-0.12511, 0.46189, 3.22097], [-0.56126, -1.18717, 2.69551], [0.78939, -0.36464, 1.90365], [-0.86766, 0.16213, 1.63601]], "forces_ev_per_a": [[0.328, -0.630, -0.637], [-0.784, 0.030, -0.422], [0.303, 0.332, 0.116], [0.270, 0.240, 0.007], [-0.201, 0.205, 0.578], [0.079, -0.169, 0.347], [-0.421, -0.522, -0.264], [0.140, 0.081, 0.099], [0.126, 0.066, 0.167], [0.159, 0.129, 0.099], [0.001, 0.237, -0.090]]}

---

[5]
{"formula": "C2H7NO", "method": "ωB97M-V/def2-TZVPD", "gap_ev": 9.50, "total_energy_ha": -210.34838, "homo_energy_ev": -8.63, "symbols": ["C", "C", "N", "H", "H", "H", "H", "H", "O", "H", "H"], "xyz": [[-0.47431, -0.96322, 1.47654], [-0.87436, -0.81948, 0.19535], [-0.08909, -0.87847, -1.02746], [0.63985, -1.25076, 1.66615], [-1.23779, -0.95431, 2.32077], [-1.97726, -0.71055, -0.04560], [0.90861, -1.01559, -1.10727], [-0.50923, -0.75888, -1.99339], [1.18983, 2.23186, -0.37102], [1.10506, 1.25802, -0.31287], [0.26781, 2.42266, -0.39877]], "forces_ev_per_a": [[1.016, -0.671, -0.157], [-0.334, -0.328, -1.438], [-1.395, 0.440, -0.469], [-2.219, 0.752, -0.024], [1.352, 0.025, -1.348], [1.523, 0.073, 0.332], [-0.232, -0.119, 0.740], [0.350, -0.177, 2.364], [0.595, -1.369, 0.069], [0.516, 0.527, -0.022], [-1.171, 0.847, -0.046]]}

---

[6]
{"formula": "C2H7NO2", "method": "ωB97M-V/def2-TZVPD", "gap_ev": 10.69, "total_energy_ha": -285.64559, "homo_energy_ev": -9.75, "symbols": ["C", "C", "N", "O", "H", "H", "H", "H", "H", "O", "H", "H"], "xyz": [[-0.73909, 0.72283, 0.62070], [-1.12115, 2.17677, 0.47232], [-1.58794, 2.76926, 1.61275], [-1.00822, 2.78496, -0.56451], [0.20615, 0.64350, 0.07554], [-0.65126, 0.35788, 1.63454], [-1.37042, 0.18680, -0.08667], [-1.59296, 2.13183, 2.38945], [-1.98986, 3.67596, 1.64966], [3.35695, -4.72206, -2.54239], [3.28679, -5.47638, -1.92675], [3.21101, -5.25135, -3.33466]], "forces_ev_per_a": [[0.669, 0.586, -1.516], [-0.151, 0.779, 0.467], [0.540, -1.743, 0.153], [-0.025, -0.007, -0.589], [0.271, -0.015, 0.518], [-0.256, -0.318, -0.015], [-0.511, -0.395, 0.647], [-0.419, 0.627, 0.414], [-0.117, 0.487, -0.079], [-0.203, -1.400, 0.262], [0.161, 0.823, 0.360], [0.042, 0.576, -0.620]]}

---

[7]
{"formula": "C2H7NO2Si", "method": "ωB97M-V/def2-TZVPD", "gap_ev": 11.12, "total_energy_ha": -574.98487, "homo_energy_ev": -10.80, "symbols": ["C", "C", "Si", "N", "O", "O", "H", "H", "H", "H", "H", "H", "H"], "xyz": [[-0.64037, -1.24952, -0.31108], [-0.86213, 0.28703, -0.16724], [0.92040, 1.14815, 0.24651], [-1.38813, 0.99655, -1.28990], [-2.07046, 1.96482, -1.05903], [-1.10814, 0.59652, -2.40739], [-0.45567, -1.32511, -1.42571], [-1.58223, -1.73696, -0.09804], [0.19418, -1.46129, 0.27632], [-1.44806, 0.52412, 0.78545], [2.00008, 0.40258, -0.49694], [0.88722, 2.40827, -0.25460], [1.00696, 0.74228, 1.57972]], "forces_ev_per_a": [[-1.624, 2.604, -3.110], [1.756, -0.223, 3.152], [-0.930, -3.732, -1.734], [-0.754, -0.490, -0.773], [-0.371, 0.815, 0.014], [0.102, 0.100, -0.149], [0.229, -0.562, 1.355], [0.174, -0.528, 0.380], [1.105, -1.156, 0.888], [0.427, -0.051, -1.656], [-0.403, 0.203, 0.212], [-0.049, 2.851, -0.430], [0.337, 0.169, 1.851]]}

---

[8]
{"formula": "C2H7NO3", "method": "ωB97M-V/def2-TZVPD", "gap_ev": 10.67, "total_energy_ha": -360.86724, "homo_energy_ev": -10.10, "symbols": ["N", "C", "O", "O", "H", "H", "H", "C", "O", "H", "H", "H", "H"], "xyz": [[-1.11429, -1.56927, 0.54383], [0.10525, -2.09377, 0.31177], [0.41450, -3.25492, 0.41291], [0.96826, -1.14249, -0.14234], [-1.79616, -2.14675, 1.00090], [-1.24411, -0.56578, 0.50053], [1.82833, -1.56555, -0.27305], [0.29601, 1.85609, -0.65911], [0.53384, 2.44946, 0.54329], [0.03867, 2.49993, -1.50030], [1.14898, 1.24630, -0.94388], [-0.90170, 1.34449, -0.56683], [-0.27759, 2.94227, 0.77228]], "forces_ev_per_a": [[-0.240, 0.544, 0.113], [0.493, -0.104, -0.540], [-0.026, -0.113, 0.241], [-0.046, 0.043, 0.162], [0.042, 0.012, -0.052], [0.070, -0.394, 0.053], [-0.205, -0.153, 0.048], [-4.151, -1.406, -1.140], [-0.221, 1.416, 1.333], [0.544, 0.699, 0.008], [-0.568, -0.526, 0.177], [3.470, 0.191, -0.465], [0.839, -0.211, 0.063]]}

---

[9]
{"formula": "C2H7NO3", "method": "ωB97M-V/def2-TZVPD", "gap_ev": 10.96, "total_energy_ha": -360.84670, "homo_energy_ev": -10.29, "symbols": ["O", "C", "O", "H", "H", "C", "N", "H", "H", "H", "O", "H", "H"], "xyz": [[0.48570, -2.01831, 0.50678], [1.13754, -1.10298, 0.96569], [1.74306, -0.18327, 0.22704], [1.58949, -1.13252, 1.96951], [1.40695, -0.22516, -0.68420], [-0.61905, 1.82135, -0.17483], [-1.19889, 0.90539, 0.44815], [-1.05395, 2.14713, -1.11314], [0.26421, 2.36938, 0.15234], [-0.71642, 0.56514, 1.32157], [-0.93482, -0.98307, -1.58635], [-0.51852, -1.67000, -0.96788], [-1.58529, -0.49308, -1.06468]], "forces_ev_per_a": [[-0.101, 0.841, 0.936], [1.443, -2.181, -0.921], [-0.217, 0.695, 0.138], [-0.664, 0.418, 0.137], [-0.210, -0.137, -0.086], [0.120, 0.786, 0.006], [0.039, -1.157, 1.294], [-0.080, 0.089, -0.148], [0.212, -0.185, 0.086], [-0.565, 0.914, -0.986], [0.840, -1.346, 0.414], [-1.081, 1.497, -1.067], [0.263, -0.233, 0.195]]}

---

[10]
{"formula": "C2H7NO3", "method": "ωB97M-V/def2-TZVPD", "gap_ev": 10.81, "total_energy_ha": -360.88712, "homo_energy_ev": -10.07, "symbols": ["N", "C", "O", "C", "O", "O", "H", "H", "H", "H", "H", "H", "H"], "xyz": [[0.66589, 1.17193, -0.63286], [0.65674, 0.23688, 0.47114], [1.65422, -0.74432, 0.41671], [-0.74431, -0.40633, 0.48013], [-1.73726, 0.55460, 0.43908], [-0.78581, -1.25184, -0.65090], [1.54618, 1.67121, -0.66998], [0.55618, 0.66038, -1.50467], [0.81501, 0.79590, 1.39892], [1.38373, -1.40085, -0.24037], [-0.89671, -0.99722, 1.39506], [-1.42188, 1.26838, -0.13916], [-1.69199, -1.55873, -0.76309]], "forces_ev_per_a": [[0.076, 0.023, -0.134], [-0.448, 0.087, -0.142], [0.234, -0.322, 0.036], [0.260, 0.068, 0.510], [-0.321, 0.151, 0.084], [0.119, -0.097, -0.244], [-0.071, 0.009, 0.011], [0.053, 0.065, 0.044], [-0.089, -0.125, -0.128], [0.008, 0.042, 0.062], [0.041, 0.145, -0.179], [0.100, -0.058, 0.045], [0.037, 0.013, 0.036]]}